1.
This record from the OMol25 dataset describes a structure of composition C5H7NO. The level of theory is the ωB97M-V functional and the def2-TZVPD basis.

Each line ends with the Mulliken charge.
Element x y z (Å)
C -1.75 0.05 -0.01  -1.3490
C -0.25 -0.02 0.16  1.2068
N 0.28 -0.93 1.18  -0.6059
C 0.46 0.50 1.36  -0.6801
C 1.85 0.35 -1.46  -0.6376
C 0.56 0.09 -1.06  0.5458
O 0.20 0.09 -2.27  -0.5193
H -2.05 1.01 -0.42  0.3019
H -2.23 -0.08 0.97  0.4004
H -2.11 -0.74 -0.68  0.2995
H 1.14 -1.38 0.86  0.2818
H -0.13 0.94 2.16  0.2495
H 2.46 -0.52 -1.73  0.2207
H 1.44 0.93 1.20  0.2855

## Properties
- charge = 0


2.
This record from the OMol25 dataset describes the molecule C5H7NO at a distorted geometry. The level of theory is the ωB97M-V functional and the def2-TZVPD basis.

Each line ends with the Mulliken charge.
Element x y z (Å)
C -1.79 0.12 0.53  -0.8368
N -0.39 -0.12 0.24  0.1792
C 0.19 -1.36 -0.01  -0.3504
C 1.48 -1.13 -0.35  -0.6674
C 1.73 0.30 -0.46  -0.3482
C 0.52 0.84 -0.01  0.3983
O 0.12 2.11 0.24  -0.4841
H -2.21 0.77 -0.25  0.3125
H -1.90 0.61 1.50  0.2840
H -2.31 -0.84 0.52  0.2902
H -0.39 -2.26 0.05  0.3504
H 2.24 -1.84 -0.64  0.4247
H 1.78 0.11 -1.55  0.0970
H 0.90 2.68 0.18  0.3507

## Properties
- SMILES = Cn1cccc1O
- charge = 0


3.
This record from the OMol25 dataset describes the molecule C5H7NO at a distorted geometry. The level of theory is the ωB97M-V functional and the def2-TZVPD basis.

Each line ends with the Mulliken charge.
Element x y z (Å)
C -1.92 0.09 0.06  -1.1729
C -0.44 -0.14 -0.13  0.6891
N 0.09 -1.05 0.85  -0.5246
C 0.66 0.25 0.84  -0.1672
C 1.67 0.54 -0.26  -0.4871
C 0.66 -0.11 -1.23  0.1626
O 0.77 -0.53 -2.35  -0.5660
H -2.24 1.13 -0.04  0.2442
H -2.09 -0.23 1.09  0.3731
H -2.53 -0.54 -0.58  0.3153
H 0.44 -1.96 0.68  0.2120
H 0.54 0.80 1.76  0.3812
H 2.69 0.16 -0.18  0.3074
H 1.70 1.61 -0.50  0.2330

## Properties
- SMILES = C[C@]12N[C@H]1CC2=O
- charge = 0


4.
This record from the OMol25 dataset describes the molecule C5H7NO at a distorted geometry. The level of theory is the ωB97M-V functional and the def2-TZVPD basis.

Each line ends with the Mulliken charge.
Element x y z (Å)
C 0.60 -1.25 1.45  -1.1886
C 0.33 -0.16 0.46  0.1873
C 1.32 0.59 -0.20  0.1033
O 1.37 1.19 -1.30  -0.7560
C -1.43 0.39 -0.99  0.1669
N -1.35 1.57 -1.49  -0.3730
C -1.20 -0.72 -0.41  -0.3500
H -0.26 -1.39 2.11  0.2958
H 1.48 -1.08 2.10  0.3972
H 0.79 -2.19 0.91  0.2523
H 2.18 0.69 0.53  0.2532
H -0.38 1.76 -1.81  0.3557
H -1.79 2.32 -0.96  0.2766
H -1.67 -1.72 -0.39  0.3793

## Properties
- charge = 0


Table of ΔE to the lowest compared entry with this formula, charge and spin (eV), in record order: 5.0272, 2.6230, 2.5505, 4.9575
Table of HOMO energy (Ha), in record order: -0.3342, -0.2850, -0.3368, -0.2720